Entry from OMol25: the molecule C10H14N2O4S in a non-equilibrium geometry (wB97M-V/def2-TZVPD).

Values from the calculation:
energy relative to the best compared isomer or geometry (same formula, charge and spin)	5.555	eV
frontier orbital gap	0.28023	Eh
SMILES	CCOC(=O)c1c(N)sc(N)c1C(=O)OCC
lowest unoccupied orbital energy	0.384	eV
calculated total energy	-1197.853701	Eh

Geometry as ORCA input:
```
! RIJCOSX wB97M-V def2-TZVPD def2/J DEFGRID3
* xyz 0 1
H 2.5514 1.7353 -0.3002
H 2.7459 0.9044 2.1551
C -1.5032 -0.7062 0.0993
C -1.5282 0.7104 -0.3283
H -3.9648 -2.9907 0.6887
O -0.3832 -2.8824 0.8179
H -2.2439 -2.8546 0.9952
H 1.5232 -2.5514 -2.6546
C 1.9485 -1.8948 -0.5615
H -2.4435 3.0932 -1.1142
S -3.9770 -0.2063 -0.0995
C -2.8381 1.1881 -0.5035
N -3.0029 -2.3782 0.9223
H 2.5220 -0.9706 -2.2624
O 0.6881 1.0474 0.3067
O 0.6523 -1.2245 -0.3510
C 2.2973 -2.0355 -1.8193
O -0.5604 2.6082 -0.5940
C 2.4892 1.9757 1.9664
C 1.9502 2.0754 0.5056
H 3.2502 2.5589 2.0311
N -3.0948 2.3222 -0.9203
H 1.6348 3.2016 0.2709
C -0.4390 -1.6445 0.3763
C -0.4557 1.5467 -0.1832
H 1.5278 -2.9433 0.0670
C -2.7405 -1.1006 0.4680
H -4.0875 2.9576 -0.6492
H 3.1193 -2.5779 -1.8292
H 1.7545 2.4158 2.5997
H 2.6081 -1.3795 -0.0997
*
```

Here are the Löwdin charges for atoms 1 to 6, given in e:
1. H 0.086
2. H 0.101
3. C -0.116
4. C -0.113
5. H 0.201
6. O -0.027

=====

Entry from OMol25: the molecule C10H14N2S in a non-equilibrium geometry (wB97M-V/def2-TZVPD).

Values from the calculation:
energy relative to the best compared isomer or geometry (same formula, charge and spin)	0.205	eV
frontier orbital gap	0.32664	Eh
SMILES	CNC(=S)NCCc1ccccc1
lowest unoccupied orbital energy	0.724	eV
calculated total energy	-897.167793	Eh

Geometry as ORCA input:
```
! RIJCOSX wB97M-V def2-TZVPD def2/J DEFGRID3
* xyz 0 1
H -0.3720 0.7653 -1.4768
C -1.2789 0.5217 -0.9441
H 3.8608 1.7385 -1.0512
C -2.6696 -1.0718 0.1782
H -4.5558 -0.3363 0.9023
H -2.0890 2.4941 -1.1526
N 1.1672 -0.5922 0.8916
H 3.7518 2.8807 0.3412
H -0.0320 -2.1621 1.4802
C 0.5336 -1.8717 0.5975
C -3.6470 -0.0968 0.3696
H 2.0991 1.5842 1.3120
C 3.7866 1.8131 0.0456
H -4.2083 1.9679 0.0464
H 1.3225 -2.6181 0.4477
H 0.2490 -1.5828 -1.5166
H 4.6811 1.3456 0.4641
C -1.4664 -0.7826 -0.4794
H -0.8392 -2.8547 -0.7361
H -2.8464 -2.0807 0.5255
C -2.2489 1.5118 -0.7615
N 2.5762 1.1541 0.5220
S 3.1911 -1.0658 -0.8035
C -0.3888 -1.8224 -0.6236
H 0.5794 0.1063 1.2871
C 2.2777 -0.1425 0.2374
C -3.4337 1.1972 -0.1031
*
```

Here are the Löwdin charges for atoms 1 to 6, given in e:
1. H 0.110
2. C -0.049
3. H 0.067
4. C -0.046
5. H 0.098
6. H 0.093

=====

Entry from OMol25: an isolated ion of composition C10H14N3S and charge +1 in a non-equilibrium geometry (wB97M-V/def2-TZVPD).

Values from the calculation:
energy relative to the best compared isomer or geometry (same formula, charge and spin)	2.637	eV
frontier orbital gap (spin up / spin down)	0.26216 / 0.26212	Eh
lowest unoccupied orbital energy (spin up / spin down)	-4.646 / -4.646	eV
calculated total energy	-951.534616	Eh

Geometry as ORCA input:
```
! RIJCOSX wB97M-V def2-TZVPD def2/J DEFGRID3
* xyz 1 1
C -0.1293 2.4117 -1.3984
H 1.6150 -0.3973 0.6912
H 1.7034 0.2198 -2.8517
H -0.6811 4.4506 -1.5642
C -1.0715 2.6041 1.2150
H -1.5341 4.6198 0.7509
N 0.0937 -1.7786 0.1497
C -0.5327 1.3569 0.7544
N 0.3444 -2.5714 1.2456
C -0.2660 -3.9102 1.0975
H 1.3529 -2.6701 1.4697
H 1.9507 -1.3696 -0.7661
S -0.9168 -0.4641 2.9400
H -1.3029 -3.7743 0.7977
C -0.6564 0.3156 1.6159
C -0.0099 1.2619 -0.5842
H 0.6244 -1.1733 -2.6224
N 0.6124 0.1662 -1.0509
H 0.2663 2.3871 -2.4001
H -0.2100 -4.4547 2.0368
H -0.0608 0.3952 -3.0254
C -0.6567 3.5816 -0.9247
C 0.7307 -0.0996 -2.4682
C 1.1469 -0.8657 -0.1958
H -1.4314 2.6490 2.2313
C -1.1324 3.6852 0.3942
H 0.2528 -4.4625 0.3160
H -0.1016 -2.1130 2.1462
*
```

Here are the Löwdin charges for atoms 1 to 6, given in e:
1. C 0.006
2. H 0.132
3. H 0.108
4. H 0.124
5. C -0.009
6. H 0.118

=====

Entry from OMol25: a 2-piece molecular cluster, C10H14N4 overall in a non-equilibrium geometry (wB97M-V/def2-TZVPD).

Values from the calculation:
energy relative to the best compared isomer or geometry (same formula, charge and spin)	3.081	eV
frontier orbital gap	0.32783	Eh
lowest unoccupied orbital energy	0.752	eV
calculated total energy	-608.316832	Eh

Geometry as ORCA input:
```
! RIJCOSX wB97M-V def2-TZVPD def2/J DEFGRID3
* xyz 0 1
C -1.0185 -1.1498 0.5917
C -2.3575 -1.7550 0.8746
H -1.5335 2.8684 1.6608
C 2.4213 1.1168 -0.3687
H 0.3000 -0.5566 -2.2235
H 0.0496 3.2541 1.1698
N -0.2768 1.1184 0.9791
N 1.7287 0.0494 -0.8786
H -3.2845 -1.2151 0.9414
H -0.2033 0.7379 1.9912
H -1.2089 2.7907 -0.0269
H 2.1162 -2.0839 -0.8108
H -1.9873 -1.7465 -1.2292
C -0.8766 0.2664 0.0203
H -0.2391 -1.4342 1.2239
H -2.2615 -2.5676 1.6730
C 2.4790 -1.0666 -0.4854
H -1.2015 -3.1892 -0.5304
N -2.7758 1.0504 -1.6047
C 0.5673 0.2022 -1.4899
H 4.3382 -1.2287 0.6087
C 3.5545 -0.6214 0.1872
C -2.0377 0.6539 -0.7947
N 3.4892 0.8381 0.2973
C -0.6902 2.4728 0.9394
H 2.0993 2.2361 -0.4414
C -1.5750 -2.1799 -0.2934
H 0.3844 1.1388 -1.9808
*
```

Here are the Löwdin charges for atoms 1 to 6, given in e:
1. C -0.271
2. C -0.111
3. H 0.108
4. C -0.228
5. H 0.112
6. H 0.068

=====

Entry from OMol25: C10H14N4 as an isolated structure in a non-equilibrium geometry (wB97M-V/def2-TZVPD).

Values from the calculation:
energy relative to the best compared isomer or geometry (same formula, charge and spin)	1.076	eV
frontier orbital gap	0.33574	Eh
lowest unoccupied orbital energy	-6.919	eV
calculated total energy	-607.773476	Eh

Geometry as ORCA input:
```
! RIJCOSX wB97M-V def2-TZVPD def2/J DEFGRID3
* xyz 2 1
C 0.5589 -0.5788 -0.4554
H 3.6996 2.4128 0.2433
H -3.1642 -1.2703 0.9567
N -1.7427 0.1787 0.2872
N 2.4265 -1.8603 0.0797
C 4.8255 0.6897 0.2821
N 3.7253 1.4412 0.0973
C 3.1876 -0.7471 0.0836
H 0.6123 -2.8578 -0.0811
H -2.8661 2.0182 -0.2750
C 1.3323 0.6312 -0.2798
H 5.2498 -1.5290 0.3212
N 0.3228 1.5680 -0.3436
H -0.9457 0.2738 -1.8700
H -1.2614 0.0395 1.1216
H -2.0884 2.1097 1.0953
C 4.5958 -0.6548 0.2074
H 0.3570 2.4111 -0.9360
C -0.7702 0.1323 -0.8075
H 2.8256 -2.7957 0.3899
H -3.5434 -0.9524 -0.5146
C 2.6720 0.6039 -0.0518
C 1.0991 -1.8712 -0.1417
H -3.5118 1.0652 1.1056
H 5.8537 1.1968 0.1852
C -2.6787 1.3579 0.5183
C -2.6660 -1.0958 0.0431
H -1.9470 -1.9143 -0.2979
*
```

Here are the Löwdin charges for atoms 1 to 6, given in e:
1. C -0.072
2. H 0.169
3. H 0.093
4. N -0.100
5. N 0.119
6. C -0.039

=====

Entry from OMol25: C10H14N7OOsS6SbSe4 as an isolated structure in a non-equilibrium geometry (wB97M-V/def2-TZVPD).

Values from the calculation:
energy relative to the best compared isomer or geometry (same formula, charge and spin)	2.204	eV
frontier orbital gap (spin up / spin down)	0.17090 / 0.17304	Eh
lowest unoccupied orbital energy (spin up / spin down)	3.601 / 3.600	eV
calculated total energy	-13173.857544	Eh

Geometry as ORCA input:
```
! RIJCOSX wB97M-V def2-TZVPD def2/J DEFGRID3
* xyz -2 1
C -2.2488 2.1530 -0.5289
S -0.8363 -2.0752 0.6748
C 2.5815 -0.0931 0.1102
C 3.9618 -1.6339 -0.6178
H -4.2631 4.1027 -0.5263
H 3.6597 -3.4134 0.2565
N 1.6319 -0.0183 0.7599
Se -0.7451 1.7323 3.8462
N 1.1323 2.8531 0.9247
H 0.8572 -1.6049 -3.0587
H 2.3869 -2.3296 0.4511
S -1.3429 -0.7533 -2.5635
C -3.5385 2.1909 -1.2797
Os 0.1445 -0.0613 2.2636
H -3.3624 2.5471 -2.2973
S -1.8885 -4.5363 -0.5466
H -4.7771 2.7035 0.4192
S -2.3064 -3.5165 -3.1553
N -1.9661 1.2678 0.3469
Sb 1.3352 2.1990 5.3039
N 3.1690 -2.6223 -0.1302
H -3.8937 1.1638 -1.3598
C -4.5914 3.0640 -0.5920
O -0.3707 -1.1989 3.4420
C 0.4627 -0.7365 -2.5323
S -3.0065 -6.3492 -2.6421
H 0.7960 0.1735 -3.0327
H 1.3841 3.8221 0.8214
C -2.4317 -4.8740 -2.1387
H 1.4162 2.4382 1.8188
H 5.5824 -1.2697 -1.7011
C -1.6569 -2.3756 -1.9949
Se 2.1923 0.3340 3.6341
N 5.1304 -2.0359 -1.2248
C -1.4447 -2.8383 -0.7189
H 5.0203 -2.8442 -1.8180
S -0.9669 3.3410 -0.7565
Se 1.9873 1.0636 7.4059
H -5.5312 3.0404 -1.1463
N 3.6926 -0.3539 -0.5652
N -0.7350 1.4317 0.9031
Se 2.6537 4.1704 4.5832
C -0.0766 2.4764 0.4639
H 0.8024 -0.7341 -1.5018
*
```

Here are the Löwdin charges for atoms 1 to 6, given in e:
1. C -0.634
2. S 0.511
3. C -0.312
4. C -0.501
5. H 0.067
6. H 0.112

=====

Entry from OMol25: a 2-piece molecular cluster, C10H14NOPS overall in a non-equilibrium geometry (wB97M-V/def2-TZVPD).

Values from the calculation:
energy relative to the best compared isomer or geometry (same formula, charge and spin)	2.790	eV
frontier orbital gap (spin up / spin down)	0.25538 / 0.27152	Eh
SMILES	O/[N+]([S-])=P/c1ccccc1.C=CCC
lowest unoccupied orbital energy (spin up / spin down)	-1.043 / -0.955	eV
calculated total energy	-1258.774669	Eh

Geometry as ORCA input:
```
! RIJCOSX wB97M-V def2-TZVPD def2/J DEFGRID3
* xyz 0 1
C 0.3443 2.6948 2.7695
C -0.1460 -2.1382 -2.4681
S -0.4403 -1.9752 3.4383
N -0.4323 -2.2266 1.8240
H -1.8088 -1.5884 -3.3268
P -0.0713 -1.2924 0.4554
C -0.8994 2.1188 2.5216
O -0.4684 -3.6089 1.3467
C -0.9927 0.9364 1.7459
C 1.5134 1.9433 2.4776
H -1.2640 -3.8423 1.8023
C 0.7882 0.7836 -2.5373
C -0.5155 0.2505 -3.2063
H 0.8654 0.1664 -1.7239
H 0.5870 3.6172 3.3631
H -2.0095 0.4248 1.5914
H 2.1881 0.1249 1.3335
H 1.7033 0.5881 -3.1678
H -0.5899 -3.0952 -2.5349
H -1.2172 0.9610 -2.8338
H 0.7562 1.9109 -2.2314
H -0.2715 0.4745 -4.1712
C 0.1882 0.3221 1.3801
H 0.9182 -1.9938 -2.0725
H 2.5348 2.1552 2.7160
H -1.8313 2.7137 2.8048
C -0.9013 -1.2103 -3.0192
C 1.4722 0.7853 1.7230
*
```

Here are the Löwdin charges for atoms 1 to 6, given in e:
1. C -0.080
2. C -0.106
3. S 0.607
4. N -0.957
5. H 0.066
6. P 1.107

=====

Entry from OMol25: a 2-piece molecular cluster, C10H14O2Si overall in a non-equilibrium geometry (wB97M-V/def2-TZVPD).

Values from the calculation:
energy relative to the best compared isomer or geometry (same formula, charge and spin)	10.779	eV
frontier orbital gap (spin up / spin down)	0.29086 / 0.29072	Eh
lowest unoccupied orbital energy (spin up / spin down)	0.077 / 0.074	eV
calculated total energy	-829.140725	Eh

Geometry as ORCA input:
```
! RIJCOSX wB97M-V def2-TZVPD def2/J DEFGRID3
* xyz 0 1
H -1.2282 3.2113 -1.1670
H -1.7392 -3.0357 0.7051
H -3.7267 0.3171 0.0867
C 1.7756 -1.0507 -0.4782
C -1.0023 2.0719 -1.1073
H -0.2630 -2.7405 1.6830
C 2.8701 -0.1087 -0.2769
H -0.1940 1.6586 -1.7688
C 4.0807 -0.4455 -0.7387
H 1.9747 1.3397 1.1973
H -2.4260 0.3920 2.2418
H -2.9613 -0.2508 -2.2283
C 2.5389 1.2595 0.3076
H 4.9592 0.0923 -0.4699
C -2.2999 -1.1583 -1.8857
C -0.8402 -2.4841 0.7912
H 1.8220 1.4446 -0.5110
H -3.7926 2.1563 1.4754
O 0.6295 -0.6299 0.1568
H 3.4871 1.8662 0.1315
C -1.4587 -0.9295 -0.9083
C -0.5019 -1.4188 0.0241
C -1.7687 1.3714 -0.3195
H -2.5523 -2.1181 -2.3908
H 4.2491 -1.3961 -1.2506
Si -3.0386 1.0054 1.0324
O 1.8985 -2.1345 -1.0098
*
```

Here are the Löwdin charges for atoms 1 to 6, given in e:
1. H 0.087
2. H 0.063
3. H -0.110
4. C -0.425
5. C -0.108
6. H 0.079